No. 1
{"formula": "C4H6O2", "method": "wB97M-V/def2-TZVPD", "symbols": ["O", "C", "C", "C", "C", "O", "H", "H", "H", "H", "H", "H"], "coordinates": [[-1.59301, 0.82423, 0.33734], [-0.94694, -0.24947, -0.26877], [0.25014, -0.02617, -1.13514], [0.42369, -0.62080, 0.23410], [1.14286, 0.21460, 1.24564], [1.74213, 1.22849, 0.97928], [-2.18301, 1.21611, -0.32021], [-1.59429, -1.09734, -0.50266], [0.43606, -0.63736, -2.01134], [0.59852, 1.00205, -1.18834], [0.59443, -1.68930, 0.34454], [1.12941, -0.16505, 2.28556]], "atomic_forces_ev_per_a": [[-0.139, 0.136, -0.129], [0.087, -0.301, -0.110], [0.047, 0.051, -0.179], [0.136, -0.076, 0.105], [0.118, 0.276, -0.053], [-0.310, -0.311, 0.149], [0.140, 0.028, 0.179], [0.125, 0.170, 0.055], [-0.150, 0.047, 0.100], [-0.045, -0.151, -0.039], [0.010, 0.144, -0.002], [-0.018, -0.012, -0.076]], "lumo_energy_ev": 0.80, "smiles": "O=C[C@@H]1C[C@@H]1O", "homo_ev": -9.8951, "molar_mass_g_mol": 86.090, "relative_energy_kj_mol": 171.81, "largest_force_ha_per_bohr": 0.009}

***

No. 2
{"formula": "C21H38As7F42N5O3", "method": "wB97M-V/def2-TZVPD", "symbols": ["C", "C", "O", "N", "H", "H", "C", "H", "H", "H", "H", "H", "H", "C", "C", "O", "N", "H", "H", "C", "H", "H", "H", "H", "H", "H", "C", "C", "O", "N", "H", "H", "C", "H", "H", "H", "H", "H", "H", "C", "N", "C", "C", "C", "C", "C", "C", "C", "C", "N", "C", "C", "C", "H", "H", "H", "H", "H", "H", "H", "H", "H", "H", "H", "H", "H", "H", "As", "F", "F", "F", "F", "F", "F", "As", "F", "F", "F", "F", "F", "F", "As", "F", "F", "F", "F", "F", "F", "As", "F", "F", "F", "F", "F", "F", "As", "F", "F", "F", "F", "F", "F", "As", "F", "F", "F", "F", "F", "F", "As", "F", "F", "F", "F", "F", "F"], "coordinates": [[-4.19524, 5.95653, 0.37813], [-3.30806, 5.49785, -0.77363], [-3.27325, 6.19759, -1.74940], [-2.53166, 4.19526, -0.56043], [-1.86256, 4.17241, 0.21391], [-3.23130, 3.48153, -0.38975], [-1.58235, 3.75558, -1.73928], [-3.65983, 6.10730, 1.31704], [-4.89284, 5.15893, 0.64542], [-4.75659, 6.83116, 0.06148], [-1.49611, 2.68291, -1.59082], [-0.71599, 4.41256, -1.76417], [-2.17571, 4.10140, -2.58638], [4.95083, 2.52471, 2.95693], [4.44267, 3.07525, 4.24607], [4.50938, 2.46659, 5.26843], [3.93592, 4.50034, 4.11219], [4.40728, 5.11277, 4.76939], [4.19674, 4.80690, 3.17883], [2.40100, 4.55461, 4.34395], [6.02320, 2.34569, 3.03834], [4.63789, 3.00153, 2.02844], [4.54965, 1.51246, 2.91596], [2.12491, 5.57808, 4.58922], [2.11565, 3.86095, 5.13249], [1.79860, 4.30345, 3.47160], [-0.93896, -0.13695, 1.99502], [-0.28203, 0.24451, 0.68718], [-0.88976, 0.84503, -0.17600], [1.23570, -0.04177, 0.44715], [1.66220, -0.76688, 1.01747], [1.20265, -0.41802, -0.49876], [2.03509, 1.30835, 0.49460], [-1.85939, 0.44581, 2.01634], [-0.39204, 0.06215, 2.91540], [-1.24400, -1.18328, 2.04052], [1.78137, 1.90687, 1.36918], [1.95174, 1.83461, -0.45078], [3.06269, 1.08454, 0.77641], [-0.71423, -8.47343, -6.88320], [-0.92558, -7.33065, -5.99976], [-0.32126, -7.36698, -4.76894], [-0.49077, -6.32678, -3.88460], [-1.50462, -5.38348, -4.17962], [-2.01029, -5.34070, -5.47080], [-1.71770, -6.31145, -6.38969], [-2.09284, -4.47942, -3.16129], [-2.41212, -4.82293, -1.85962], [-2.93180, -3.85867, -0.96389], [-3.14292, -2.60427, -1.37909], [-2.92575, -2.26994, -2.65909], [-2.29138, -3.13737, -3.52687], [-3.78302, -1.58004, -0.43905], [-1.48652, -8.54607, -7.64594], [-0.63124, -9.44921, -6.40979], [0.24517, -8.19085, -7.31962], [0.38455, -8.14120, -4.50582], [-0.00426, -6.24937, -2.92023], [-2.67869, -4.59774, -5.88273], [-2.08306, -6.30888, -7.40532], [-2.38952, -5.84003, -1.49562], [-3.35091, -4.07087, 0.00960], [-3.16233, -1.24706, -2.91392], [-2.17359, -2.80054, -4.54630], [-3.52417, -1.87411, 0.57821], [-4.85019, -1.65829, -0.64039], [-3.44272, -0.55707, -0.58730], [-1.88762, 3.85453, 3.72054], [-3.13269, 5.10220, 3.81257], [-0.71826, 5.18095, 3.68949], [-0.53741, 2.74159, 3.61335], [-3.03588, 2.53063, 3.82335], [-2.01300, 3.87262, 1.93570], [-1.80494, 3.86178, 5.52880], [5.61905, 1.07815, -1.59414], [4.75801, -0.30364, -0.81629], [4.88769, 0.72279, -3.22259], [6.54021, 2.40341, -2.25393], [6.16704, 1.53776, -0.00618], [6.98594, 0.02305, -1.91998], [4.18965, 2.09674, -1.19823], [1.52017, 5.49006, 0.30422], [2.77266, 4.53147, 1.07139], [2.56608, 6.91290, -0.08606], [0.08670, 6.37531, -0.36074], [0.34756, 4.21914, 0.76017], [1.23968, 6.23437, 1.88068], [1.79395, 4.73284, -1.27603], [-3.82441, -1.83599, 3.95480], [-3.75028, -2.95071, 5.34610], [-2.73627, -2.86822, 2.95299], [-4.06320, -0.71415, 2.55598], [-4.94086, -0.77821, 4.86765], [-2.53575, -0.82095, 4.55308], [-5.09606, -2.91341, 3.42799], [0.25860, 0.21488, -3.51122], [-0.07303, -1.17740, -4.53566], [0.85577, 1.05033, -4.96198], [0.54579, 1.68383, -2.57082], [-0.33443, -0.72667, -2.11895], [1.90620, -0.29648, -3.21034], [-1.42085, 0.72146, -3.79247], [2.89167, -1.19424, 3.84113], [1.92476, -1.05409, 5.23875], [3.15886, -2.90251, 4.38541], [3.75314, -1.39313, 2.30238], [2.43296, 0.50660, 3.37819], [4.43900, -0.72418, 4.62857], [1.39669, -1.69708, 2.99311], [0.77086, -4.25065, 0.25975], [-0.40647, -2.93023, 0.48598], [-0.34400, -5.58989, 0.69651], [1.94004, -5.54091, 0.15337], [2.06104, -3.03906, -0.07778], [1.13045, -4.13473, 1.96340], [0.38946, -4.40478, -1.50906]], "atomic_forces_ev_per_a": [[0.138, -1.300, 0.214], [-0.503, 2.161, 0.835], [0.967, -2.062, 0.214], [1.086, 0.657, -2.153], [-0.276, 0.620, 1.128], [0.081, -0.296, 0.246], [-2.276, 1.295, 0.075], [0.344, 0.149, -0.148], [-0.131, -0.078, -0.087], [0.235, -0.020, -0.001], [0.643, 0.183, -0.420], [0.296, -0.557, 0.669], [0.167, -0.830, -0.465], [-0.529, -0.726, -0.221], [1.412, -1.936, -0.456], [-0.696, 1.831, -0.125], [-1.486, -0.312, 0.463], [-0.052, -0.055, 0.358], [-0.406, 0.132, -0.376], [-0.297, 0.362, -0.020], [0.082, 0.372, -0.155], [0.268, 0.333, 0.109], [-0.108, -0.188, -0.001], [0.190, -0.060, 0.106], [0.430, 0.080, 0.125], [0.644, -0.153, -0.348], [-0.157, 0.247, -0.225], [-0.812, 0.759, 0.359], [1.521, -0.934, 1.193], [-1.217, 1.867, -0.450], [-0.122, -0.215, 0.805], [0.550, 0.106, -0.450], [0.339, -0.825, 0.789], [0.052, 0.035, 0.073], [0.417, 0.026, -0.306], [0.380, -0.168, -0.220], [-1.130, -0.139, -0.238], [-0.089, -0.209, 0.105], [0.063, -0.578, -0.885], [0.990, 0.364, -0.947], [-0.395, -1.024, 1.298], [0.145, 1.403, -0.310], [-1.476, 0.317, 0.023], [0.011, -0.194, 0.510], [-0.376, 0.115, -1.075], [0.927, -0.477, 0.929], [0.690, 1.529, 0.132], [-0.728, 0.196, 1.035], [-0.098, -0.363, -0.987], [-0.355, 0.630, 0.132], [1.163, 0.390, 0.174], [-1.355, -0.240, -0.193], [0.180, -1.047, -0.128], [0.036, 0.266, 0.075], [-0.056, 0.358, 0.517], [-0.019, -0.782, -0.597], [-0.202, -0.374, -0.505], [0.211, -0.219, 0.066], [-0.126, 0.319, 0.696], [-0.047, -0.153, 0.043], [0.363, -0.011, 0.033], [0.629, -0.258, 0.264], [0.165, 0.026, -0.168], [0.486, 0.141, 0.100], [-0.199, 0.020, 0.030], [-0.021, 0.081, 0.304], [0.413, -0.280, -0.438], [0.528, 0.074, 2.164], [0.096, -0.732, -0.401], [-0.449, -0.661, -0.172], [-0.665, 0.405, -0.064], [0.619, 1.057, -0.488], [-0.281, -0.062, 0.884], [0.044, -0.009, -1.707], [-2.159, -0.835, -0.365], [0.697, 1.095, -0.974], [0.988, 0.329, 1.887], [-0.435, -0.133, -0.030], [0.594, -0.206, 0.131], [-0.560, 0.397, 0.217], [1.068, -0.464, -0.825], [-1.279, 0.960, -0.402], [0.180, 0.381, -0.373], [-0.803, -1.824, 0.256], [1.089, -0.588, 0.299], [0.768, 0.514, -0.554], [0.213, -0.195, -0.692], [-0.143, 0.767, 1.529], [-0.131, 0.269, 1.129], [0.572, 0.972, -0.816], [-0.587, 1.164, 0.705], [0.148, -1.149, 0.562], [0.417, -1.071, -0.800], [-0.341, -0.981, -0.606], [-0.399, 0.667, -0.571], [1.526, 0.914, -0.523], [-0.088, -0.141, 0.204], [-0.904, -0.392, 0.845], [-0.511, -1.099, -0.403], [0.396, 0.302, -0.758], [-1.293, -0.059, 0.136], [0.430, -0.066, 0.110], [-0.148, -1.829, -0.647], [0.211, 0.778, 0.697], [0.222, 1.649, -1.003], [-0.548, 0.330, 1.171], [0.931, -0.990, 0.399], [-1.631, 0.035, -0.725], [1.066, 0.452, 0.087], [1.928, 0.356, 2.220], [0.188, -1.124, -0.950], [-0.508, 1.226, -1.111], [0.055, 0.293, -0.840], [-1.668, -1.093, -0.171], [-0.309, -0.019, -0.980], [-0.107, 0.029, 1.187]], "lumo_energy_ev": -0.50, "homo_ev": -6.5270, "molar_mass_g_mol": 1730.937, "total_charge": -2, "relative_energy_kj_mol": 304.43, "largest_force_ha_per_bohr": 0.058}

***

No. 3
{"formula": "C4H13N2", "method": "wB97M-V/def2-TZVPD", "symbols": ["C", "C", "C", "C", "N", "N", "H", "H", "H", "H", "H", "H", "H", "H", "H", "H", "H", "H", "H"], "coordinates": [[-2.57417, -0.22354, -0.22283], [-1.21905, 0.53362, -0.22820], [-0.17654, -0.43285, -0.43604], [0.58872, -1.04005, 0.65633], [1.18623, -0.21375, 1.67319], [2.54228, 0.99763, -0.78238], [-2.54826, -1.03793, 0.49947], [-3.37435, 0.48093, 0.02649], [-2.77708, -0.65481, -1.19891], [-1.23417, 1.29477, -1.00919], [-1.05239, 1.05762, 0.71164], [-0.22618, -1.05597, -1.32608], [1.37847, -1.66909, 0.23496], [-0.11718, -1.70636, 1.18377], [0.55572, 0.10685, 2.39388], [2.59670, 1.92017, -1.19558], [1.72952, 0.56103, 1.30602], [1.59323, 0.68347, -0.93380], [3.12850, 0.39826, -1.35272]], "atomic_forces_ev_per_a": [[-0.064, -0.549, -0.262], [0.830, 1.467, 0.353], [-1.717, -1.853, 1.133], [1.442, 0.671, 0.160], [-0.349, 0.494, 0.158], [0.106, -0.019, 0.038], [-0.148, 0.114, 0.106], [0.335, -0.066, 0.011], [-0.089, 0.012, -0.099], [-0.166, -0.040, -0.310], [-0.087, -0.020, 0.085], [0.287, 0.373, -0.513], [-0.202, -0.284, -0.020], [-0.264, -0.272, -0.503], [-0.015, -0.076, 0.058], [0.022, 0.168, 0.018], [0.101, -0.173, -0.106], [-0.130, 0.117, -0.348], [0.108, -0.067, 0.041]], "lumo_energy_ev": -7.08, "homo_ev": -14.0650, "molar_mass_g_mol": 89.162, "total_charge": 1, "relative_energy_kj_mol": 345.94, "largest_force_ha_per_bohr": 0.054}

***

No. 4
{"formula": "C5H14O2", "method": "wB97M-V/def2-TZVPD", "symbols": ["C", "C", "C", "C", "C", "H", "H", "H", "H", "H", "H", "H", "H", "H", "H", "H", "H", "O", "H", "H", "O"], "coordinates": [[0.85864, 1.08734, 1.74539], [-0.22304, -0.03715, 1.55652], [0.26544, -1.13513, 0.59912], [-0.54001, -2.05082, 0.01423], [0.03825, -3.00552, -1.11078], [1.20181, 1.24418, 0.70790], [1.77552, 0.84066, 2.30397], [0.68011, 2.07813, 2.19133], [-1.15387, 0.46223, 1.35382], [-0.52589, -0.41668, 2.50835], [1.34634, -1.11159, 0.50578], [-1.60391, -2.21138, 0.31626], [-0.19522, -4.09308, -0.89603], [1.07895, -2.83751, -1.28506], [-0.44884, -2.70784, -2.05283], [0.37239, 4.10195, -1.24696], [-0.56654, 3.03831, -1.64827], [-0.55795, 3.97233, -1.30890], [-0.17181, 0.85450, -0.83963], [-0.66981, 0.69244, -2.09202], [-0.96058, 1.23462, -1.32217]], "atomic_forces_ev_per_a": [[0.894, -0.282, -0.821], [0.798, 0.873, 1.115], [-1.881, 0.265, 0.617], [1.643, -0.646, -0.562], [-2.089, 0.144, 1.210], [0.206, 0.512, 0.364], [-0.320, -0.847, -0.211], [-1.137, -0.463, -0.364], [-0.395, 0.113, -1.287], [0.401, -0.843, 0.979], [-0.012, -0.237, -0.640], [0.938, 0.565, -0.499], [0.371, 1.254, -0.327], [0.778, -0.047, 0.286], [-0.090, -0.370, 0.233], [1.176, 0.657, 0.233], [-0.607, 0.925, 0.627], [-0.594, -1.302, -0.712], [-1.287, 1.023, 0.701], [-1.327, 0.650, -0.337], [2.533, -1.945, -0.607]], "lumo_energy_ev": 0.58, "smiles": "C/C=C/CC.O.O", "homo_ev": -9.5200, "molar_mass_g_mol": 106.165, "relative_energy_kj_mol": 150.84, "largest_force_ha_per_bohr": 0.063}

***

No. 5
{"formula": "C6H9N", "method": "wB97M-V/def2-TZVPD", "symbols": ["C", "C", "C", "C", "C", "C", "N", "H", "H", "H", "H", "H", "H", "H", "H", "H"], "coordinates": [[2.58424, 1.05058, 1.45102], [1.60800, 0.12718, 0.87556], [0.79920, -0.63717, 0.41283], [-0.26175, -1.50327, -0.10593], [-1.51588, -0.73758, -0.51422], [-1.74960, 0.68375, -0.16809], [-1.33852, 0.29939, -1.52010], [2.17947, 1.53023, 2.34916], [2.85308, 1.83118, 0.73249], [3.49947, 0.52049, 1.73097], [-0.52161, -2.24921, 0.65568], [0.10467, -2.06482, -0.97402], [-2.40530, -1.36691, -0.58355], [-0.98537, 1.22069, 0.39114], [-2.77288, 1.01763, 0.00698], [-2.12836, 0.31674, -2.15767]], "atomic_forces_ev_per_a": [[0.073, 0.043, 0.022], [-0.373, -0.413, -0.211], [0.340, 0.378, 0.242], [-0.017, -0.033, 0.011], [-0.039, -0.198, 0.180], [-0.003, 0.142, 0.258], [-0.150, 0.039, -0.233], [0.086, -0.062, -0.154], [-0.047, -0.093, 0.109], [-0.108, 0.073, -0.020], [0.000, 0.142, -0.063], [-0.049, 0.097, 0.078], [0.181, 0.123, -0.063], [-0.169, -0.136, -0.108], [0.201, -0.129, -0.099], [0.074, 0.029, 0.051]], "lumo_energy_ev": 1.10, "smiles": "CC#CC[C@H]1CN1", "homo_ev": -9.1822, "molar_mass_g_mol": 95.145, "relative_energy_kj_mol": 276.45, "largest_force_ha_per_bohr": 0.012}

***

no.,HOMO-LUMO gap (eV)
1,10.693
2,6.028
3,6.984
4,10.103
5,10.283